Computed, not measured: a molecular structure, C43H35BrCdF3I2N5O2S at a distorted geometry, with wB97M-V/def2-TZVPD.

## Properties
Lowest unoccupied orbital energy = 3.260 eV
Multiplicity = 1
DFT total energy = -6118.86059 hartree
Net charge = -2
HOMO-LUMO gap = 0.11952 hartree

Atoms and positions in Å:
Cd: -0.001 -0.657 -0.568
F: -0.753 -3.694 -5.071
C: -0.700 -2.425 -4.575
C: -0.458 -2.206 -3.232
C: -0.418 -0.918 -2.712
C: -0.614 0.182 -3.582
C: -0.847 -0.093 -4.934
F: -1.041 0.886 -5.876
C: -0.897 -1.374 -5.446
C: -0.533 1.545 -3.029
C: -0.803 2.705 -3.768
C: -0.673 3.945 -3.175
C: -0.270 4.023 -1.851
C: -0.014 2.829 -1.190
N: -0.152 1.645 -1.748
H: -0.316 -3.066 -2.591
H: -1.088 -1.537 -6.493
H: -1.107 2.660 -4.797
H: -0.876 4.845 -3.746
H: -0.159 4.967 -1.340
H: 0.301 2.831 -0.155
I: -3.651 -4.598 0.429
C: -1.565 -4.849 0.252
C: -1.001 -6.099 0.349
C: 0.363 -6.229 0.223
I: 1.171 -8.202 0.342
C: 1.193 -5.122 0.010
C: 2.596 -5.174 -0.119
C: 3.309 -4.018 -0.312
C: 2.618 -2.807 -0.412
N: 1.310 -2.730 -0.330
C: 0.586 -3.832 -0.104
C: -0.853 -3.656 0.012
O: -1.436 -2.549 -0.091
H: -1.626 -6.964 0.522
H: 3.097 -6.132 -0.075
H: 4.387 -4.036 -0.406
H: 3.150 -1.880 -0.575
F: -0.272 7.121 4.229
C: -0.344 5.894 3.585
C: -1.577 5.428 3.150
C: -1.658 4.196 2.559
C: -0.513 3.349 2.412
C: -0.614 2.070 1.929
C: 0.737 3.916 2.820
C: 0.818 5.154 3.397
H: -2.460 6.040 3.289
H: -2.614 3.822 2.213
H: -1.569 1.659 1.649
H: 0.236 1.416 1.852
H: 1.634 3.331 2.679
H: 1.770 5.562 3.715
C: -0.722 -0.562 3.945
C: -0.005 -1.782 3.354
C: 1.209 -2.138 4.226
C: -0.977 -2.964 3.295
O: 0.419 -1.513 2.037
H: -1.131 -0.785 4.930
H: -1.536 -0.269 3.285
H: -0.033 0.276 4.020
H: 0.910 -2.301 5.259
H: 1.924 -1.319 4.187
H: 1.694 -3.037 3.849
H: -1.466 -3.105 4.258
H: -0.451 -3.881 3.032
H: -1.733 -2.758 2.539
N: 2.374 0.355 2.059
C: 2.790 0.763 0.926
N: 2.324 0.421 -0.253
C: 3.020 0.948 -1.290
C: 2.793 0.703 -2.643
C: 3.577 1.319 -3.598
C: 4.625 2.159 -3.242
C: 4.899 2.396 -1.903
C: 4.102 1.799 -0.952
S: 4.232 1.933 0.775
H: 1.144 -0.834 2.070
H: 2.854 0.739 2.862
H: 1.997 0.031 -2.919
H: 3.380 1.128 -4.645
H: 5.230 2.635 -4.003
H: 5.720 3.035 -1.605
Br: -6.444 -1.505 -0.193
C: -5.133 -0.123 -0.249
C: -5.560 1.200 -0.206
C: -4.580 2.183 -0.263
C: -3.256 1.799 -0.370
N: -2.862 0.527 -0.406
C: -3.787 -0.423 -0.341
H: -6.609 1.443 -0.136
H: -4.849 3.228 -0.223
H: -2.468 2.536 -0.421
H: -3.416 -1.437 -0.359

Cartesian forces, eV/Å:
0.29 0.15 0.25
0.03 0.26 0.09
0.01 0.15 0.12
-0.11 -0.23 -0.21
-0.09 0.14 -0.57
-0.10 -0.61 -0.30
0.03 -0.14 0.17
0.05 -0.07 0.23
-0.01 -0.14 -0.06
0.01 0.70 0.10
-0.03 -0.10 -0.07
0.08 0.11 0.40
-0.08 -0.01 -0.28
0.27 0.62 0.30
-0.15 -0.40 -0.33
0.01 -0.10 0.04
-0.01 -0.01 -0.13
-0.03 -0.14 -0.06
-0.03 -0.03 0.00
0.06 0.03 0.08
-0.04 -0.03 0.17
0.29 -0.17 0.00
-0.82 0.57 -0.04
0.50 -0.39 0.00
-0.15 -1.02 0.17
-0.18 0.44 -0.01
0.02 0.50 -0.12
0.25 0.29 -0.07
-0.15 -0.53 0.05
-0.17 0.25 -0.12
0.46 0.32 -0.06
0.09 -0.56 0.07
-0.39 -0.34 0.11
0.29 0.65 -0.10
0.01 -0.01 -0.01
0.00 0.01 0.06
0.00 0.02 0.01
-0.03 0.15 0.00
0.03 0.21 0.02
-0.02 0.03 0.03
0.34 0.41 0.25
-0.07 -0.05 -0.16
-0.03 -0.33 -0.04
-0.16 -0.41 -0.44
0.08 -0.05 -0.13
-0.32 0.48 0.22
-0.04 0.07 0.02
-0.14 -0.04 0.02
-0.23 -0.07 0.08
0.21 -0.06 0.12
0.16 -0.11 -0.04
0.03 0.03 0.04
0.19 -0.28 -0.19
-0.48 -0.12 0.76
-0.17 0.08 -0.32
0.28 0.28 -0.11
0.02 -0.01 -0.43
0.00 -0.06 0.15
-0.02 0.11 -0.01
-0.07 0.15 -0.03
-0.05 -0.03 0.15
0.12 0.08 0.08
0.06 -0.10 -0.06
-0.02 -0.02 0.09
0.00 -0.09 -0.10
-0.10 -0.05 -0.05
-0.27 -0.47 0.89
1.30 0.91 0.44
-1.13 -0.72 -0.45
0.68 0.46 -0.49
-0.14 -0.09 0.23
0.18 0.04 -0.17
0.07 0.09 -0.19
-0.05 0.00 -0.05
-0.10 -0.04 0.14
-0.57 -0.44 0.10
0.14 0.09 0.16
0.02 0.11 -0.16
-0.13 -0.08 -0.10
-0.04 -0.01 -0.08
0.02 -0.01 -0.07
0.02 0.04 -0.01
0.16 0.03 0.01
-0.54 0.39 0.02
0.48 -0.25 -0.04
-0.39 -0.19 -0.01
0.28 -0.09 -0.06
0.04 0.15 0.04
0.14 -0.20 -0.02
-0.06 0.00 0.03
0.04 0.09 -0.01
0.09 0.10 0.07
-0.04 -0.25 0.00

***

Computed, not measured: a molecular structure, C43H35CoIN2O3PS at a distorted geometry, with wB97M-V/def2-TZVPD.

## Properties
Lowest unoccupied orbital energy (spin up / spin down) = -4.862 / -6.614 eV
Multiplicity = 5
DFT total energy = -4414.27064 hartree
Net charge = +2
HOMO-LUMO gap (spin up / spin down) = 0.27692 / 0.23408 hartree

Atoms and positions in Å:
Co: 1.660 3.108 1.418
O: 3.161 2.248 0.366
C: 3.005 0.771 0.200
C: 1.763 0.452 1.033
O: 1.367 -0.668 0.906
O: 1.256 1.326 1.839
C: 4.206 0.180 0.891
C: 5.449 0.706 0.463
C: 6.586 0.106 0.880
C: 6.523 -0.971 1.711
C: 5.371 -1.529 2.185
C: 4.145 -0.952 1.713
C: 2.885 0.441 -1.258
C: 2.317 1.389 -2.129
C: 2.271 1.075 -3.482
C: 2.736 -0.124 -3.970
C: 3.270 -1.132 -3.086
C: 3.326 -0.855 -1.775
H: 3.918 2.538 -0.166
H: 5.498 1.524 -0.296
H: 7.539 0.428 0.524
H: 7.486 -1.334 2.113
H: 5.328 -2.464 2.764
H: 3.210 -1.314 2.049
H: 2.029 2.326 -1.719
H: 1.843 1.803 -4.168
H: 2.720 -0.384 -5.018
H: 3.701 -1.966 -3.577
H: 3.827 -1.514 -1.123
I: -1.056 0.572 -1.455
C: -3.034 -0.271 -1.663
C: -3.671 0.193 -2.726
C: -5.079 0.255 -2.746
C: -5.868 -0.251 -1.746
C: -5.168 -0.911 -0.649
C: -5.933 -1.428 0.514
C: -5.278 -1.968 1.567
C: -3.840 -2.150 1.494
C: -3.137 -1.655 0.396
P: -1.375 -2.054 0.365
C: -0.760 -2.939 -1.107
C: -1.580 -3.349 -2.113
C: -1.071 -4.142 -3.124
C: 0.296 -4.458 -3.120
C: 1.133 -3.865 -2.154
C: 0.643 -3.090 -1.140
C: -0.811 -2.928 1.809
C: -0.506 -2.239 2.974
C: 0.055 -2.948 4.027
C: 0.280 -4.299 3.883
C: -0.037 -4.963 2.752
C: -0.557 -4.270 1.676
C: -3.739 -0.934 -0.624
H: -3.242 0.637 -3.573
H: -5.617 0.512 -3.676
H: -6.894 -0.148 -1.716
H: -6.966 -1.029 0.558
H: -5.828 -2.313 2.447
H: -3.295 -2.631 2.321
H: -2.644 -3.243 -2.030
H: -1.740 -4.458 -3.877
H: 0.718 -5.031 -3.916
H: 2.179 -3.941 -2.273
H: 1.256 -2.665 -0.320
H: -0.542 -1.169 3.126
H: 0.238 -2.380 4.917
H: 0.743 -4.788 4.681
H: 0.025 -6.022 2.729
H: -0.846 -4.802 0.787
N: 0.779 6.806 2.907
C: 0.310 5.998 1.971
S: 1.453 5.276 0.890
N: -1.031 5.852 1.877
C: -1.681 5.131 0.825
C: -1.890 5.644 -0.455
C: -2.565 4.980 -1.400
C: -3.264 3.802 -1.063
C: -2.951 3.280 0.159
C: -2.159 3.858 1.102
H: 1.726 7.002 2.783
H: 0.239 7.450 3.423
H: -1.521 6.238 2.678
H: -1.335 6.611 -0.599
H: -2.687 5.443 -2.391
H: -3.940 3.357 -1.772
H: -3.348 2.333 0.433
H: -1.987 3.290 2.072

Cartesian forces, eV/Å:
0.09 -0.30 0.03
-0.30 0.14 -0.40
0.09 1.20 1.33
0.44 -0.27 -0.68
-0.99 -1.48 0.10
-0.16 1.03 0.10
0.75 -0.76 -0.49
-1.47 0.35 -0.81
0.46 0.55 -0.47
2.01 -1.40 1.97
-2.23 0.11 -0.97
2.05 0.75 0.21
-0.22 -1.12 -1.43
1.24 -2.00 0.79
-0.48 0.37 -0.78
0.39 -1.33 1.00
-1.01 2.47 -2.32
-0.33 2.59 1.70
-0.22 0.18 0.19
0.03 -0.73 0.72
0.49 0.31 -0.08
-0.58 -0.12 -0.47
0.23 0.76 -0.07
-0.72 -0.51 0.12
-0.40 0.71 -0.11
0.14 -0.10 0.02
-0.11 0.35 -0.16
0.23 -0.97 0.13
0.32 -0.72 0.90
-0.40 -0.75 -0.11
1.48 0.19 1.29
-2.28 0.73 -0.84
-1.79 -1.24 -1.00
3.85 -0.60 1.35
-1.19 0.38 0.54
0.66 2.22 -1.76
1.20 -0.76 0.46
-0.97 0.31 -0.17
1.14 -1.44 2.20
0.04 0.09 -0.70
0.55 1.41 1.87
-0.54 -0.97 -0.11
1.41 0.10 0.44
-0.74 1.35 0.45
-0.45 -0.27 -0.89
-0.87 -0.02 0.86
-0.19 1.17 -0.73
0.71 -0.11 0.89
-0.72 0.80 -0.78
0.30 1.04 1.00
-0.60 -0.26 -1.06
-0.31 -0.89 0.26
-1.33 0.36 -1.05
1.16 0.56 -0.78
0.63 0.47 0.55
-2.01 0.03 -0.11
0.50 -1.07 0.01
0.30 0.22 -0.24
-0.45 0.13 -0.54
-0.40 0.36 -0.09
-0.40 -0.59 -0.78
0.21 -0.38 -0.28
1.07 -0.43 0.02
-0.30 -0.26 -0.86
-0.49 0.10 -0.56
0.41 -0.21 0.46
0.48 -0.97 1.16
0.35 -0.78 -0.22
0.05 -0.08 -0.26
-0.18 -0.99 -0.73
-1.83 0.09 0.07
0.13 0.05 -0.35
2.13 0.26 0.00
-0.70 -1.30 0.45
2.91 2.67 2.09
-2.09 -0.59 -1.93
1.32 1.48 -0.53
-1.11 -1.71 -0.12
0.69 0.30 1.71
1.75 0.47 0.36
-0.79 0.66 0.54
-0.53 -0.14 -0.49
-0.96 -0.88 -0.43
0.08 -0.33 0.50
-0.05 -0.32 0.03
-0.51 -0.78 0.06
-0.14 1.09 -1.23